A molecular structure, C18H19InN2OSSe. Source: the Open Molecules 2025 dataset; level of theory: ωB97M-V/def2-TZVPD.

Geometry as XYZ:
```
43
Properties=species:S:1:pos:R:3
In -0.380 -1.249 -2.701
C -3.465 0.140 -2.310
C -2.650 1.140 -1.548
C -3.157 2.374 -1.140
C -2.343 3.262 -0.465
C -1.022 2.918 -0.165
C -0.066 3.831 0.439
C 1.252 3.842 0.161
C 2.020 2.971 -0.701
C 1.844 1.669 -1.001
S 2.524 0.484 -1.915
C -0.669 1.636 -0.550
N -1.398 0.792 -1.245
H -4.482 0.491 -2.467
H -3.498 -0.809 -1.769
H -3.015 -0.049 -3.288
H -4.181 2.631 -1.371
H -2.717 4.235 -0.169
H -0.470 4.629 1.050
H 1.818 4.671 0.574
H 2.902 3.396 -1.165
C 2.065 0.310 1.617
C 0.717 0.100 0.954
C -0.456 0.226 1.888
O 0.576 1.171 -0.124
H 1.975 0.111 2.685
H 2.412 1.335 1.487
H 2.815 -0.359 1.200
H 0.678 -0.836 0.405
H -0.443 1.184 2.412
H -0.367 -0.578 2.620
H -1.407 0.093 1.375
Se -1.337 -2.801 -0.636
C 0.235 -3.648 0.027
C 1.531 -3.207 -0.247
C 2.611 -3.870 0.314
N 2.504 -4.922 1.124
C 1.264 -5.339 1.383
C 0.119 -4.751 0.873
H 1.713 -2.348 -0.885
H 3.621 -3.530 0.105
H 1.182 -6.198 2.042
H -0.856 -5.145 1.127
```

Values from the calculation:
**Energy relative to the best compared isomer or geometry (same formula, charge and spin)**: 0.00 kcal/mol
**HOMO energy**: -7.23 eV
**LUMO**: -0.30 eV

Here are the Mulliken charges for atoms 1 to 6, given in e: number 1, In, carries 0.429; number 2, C, carries -1.445; number 3, C, carries 0.821; number 4, C, carries -0.807; number 5, C, carries -0.721; number 6, C, carries 1.254